[1]
Here is 2 unconnected molecules or ions with the total composition C16H27NO3 in a non-equilibrium geometry from the Open Molecules 2025 dataset. Energies are from ωB97M-V with the def2-TZVPD basis set.

Geometry as XYZ:
```
47
Properties=species:S:1:pos:R:3:mulliken_charge:R:1
C -0.425 -0.003 5.049 -0.696
H 0.901 -1.187 -6.373 0.367
C 0.937 1.839 -5.471 0.182
C 3.279 1.617 -4.157 -0.041
H -2.112 0.737 6.230 0.271
H -0.481 -0.485 -5.541 0.359
H 2.059 -1.295 -2.233 0.097
H 1.353 -2.942 -2.273 0.290
H -2.084 -2.163 3.085 0.354
H 2.930 -0.618 -4.174 0.692
O 0.700 -1.811 -4.468 -0.366
H -0.423 -1.900 -0.579 0.351
H 0.336 1.813 3.106 0.383
C 2.386 2.788 -3.820 -0.350
H -0.796 -2.027 -3.005 0.435
C -1.249 1.120 5.688 -0.953
H -0.149 1.663 1.423 0.403
H 0.737 -0.548 -0.425 0.329
H 0.537 3.694 -4.273 0.441
H 2.665 3.505 -3.058 0.440
C -1.169 0.282 2.720 -0.319
H -4.114 -1.896 4.288 0.406
C 0.139 -1.488 -3.204 -0.580
H -0.252 -0.785 5.793 0.348
H 1.270 -2.139 -0.009 0.412
H -1.668 -2.331 4.762 0.372
C 1.400 0.456 -5.102 0.407
O 4.455 1.707 -4.162 -0.501
H -3.714 -0.265 3.764 0.275
H -1.598 1.848 4.955 0.249
H -3.430 -0.765 5.439 0.220
C 0.618 -1.598 -0.699 -1.337
C 0.570 -0.781 -5.414 -0.742
C 1.149 -1.881 -2.113 -0.096
H 0.573 0.390 4.836 0.370
H -1.456 -0.316 1.851 0.448
C 0.057 1.095 2.333 -1.502
H -0.633 1.660 6.411 0.370
N -0.934 -0.617 3.834 0.128
H 0.911 0.445 2.137 0.310
O 0.391 2.066 -6.497 -0.508
H -2.007 0.971 2.913 0.236
C -3.387 -1.088 4.400 -0.982
H -0.075 -0.418 -3.079 0.289
C 2.541 0.348 -4.466 -0.149
C -1.992 -1.597 4.019 -0.683
C 1.251 2.899 -4.445 -0.428
```

Multiplicity ... 1
Total charge ... 0
Energy above the lowest of the compared OMol25 structures with the same formula, charge and spin ... 101.9 kcal per mole
SMILES ... CCCOCC1=CC(=O)C=CC1=O.CCN(CC)CC
Frontier orbital gap ... 7.517 eV



[2]
Here is a molecular structure, C16H28As2CoS3 in a non-equilibrium geometry from the Open Molecules 2025 dataset. Energies are from ωB97M-V with the def2-TZVPD basis set.

Geometry as XYZ:
```
50
Properties=species:S:1:pos:R:3:mulliken_charge:R:1
C -3.553 0.134 -0.004 -0.796
H 4.179 -1.717 -3.074 0.441
H -2.622 4.068 1.667 0.473
H 0.780 -4.028 1.730 0.396
H -0.934 3.715 2.028 0.437
H 2.846 2.346 -0.133 0.437
C 3.379 -1.787 -2.348 -0.632
C 3.043 1.835 0.804 -1.300
H 0.791 -3.810 -1.483 0.466
H 2.119 -1.417 2.876 0.118
As -0.151 -1.899 0.795 0.645
S -2.145 1.739 1.822 -0.161
C 3.238 -0.796 -1.383 -0.614
H -0.832 2.858 -2.915 0.517
H 0.034 1.347 -2.633 0.443
C 2.210 -0.909 -0.456 0.468
C -1.414 3.694 -0.079 -0.734
C 1.473 -2.969 -1.444 -0.555
S -2.022 -0.092 -0.955 0.037
H 2.829 0.131 3.331 0.458
H 3.938 0.029 -1.342 0.465
S -0.089 2.583 -0.664 0.023
H -2.267 3.574 -0.744 0.366
H -2.429 -2.948 0.564 0.427
C -0.752 1.999 -2.249 -0.858
C -2.078 1.267 -2.169 -0.889
C 2.719 -0.589 2.523 -0.940
C -3.641 1.403 0.827 -0.717
H 2.625 -3.644 -3.124 0.429
H -3.839 2.281 0.214 0.337
C -1.498 -3.070 0.013 -1.465
H -2.912 1.918 -1.916 0.410
H -1.043 4.710 -0.188 0.532
C 0.474 -3.095 2.200 -1.067
C -1.770 3.455 1.377 -0.841
H 4.086 1.532 0.851 0.465
H 2.840 2.516 1.628 0.434
As 1.895 0.292 1.009 0.494
H -1.662 -2.838 -1.032 0.499
H -3.597 -0.752 0.629 0.346
H -1.172 -4.103 0.117 0.492
C 2.508 -2.874 -2.372 -0.721
H 1.315 -2.676 2.741 0.312
H -0.339 -3.287 2.897 0.455
H 3.698 -0.943 2.214 0.388
Co -0.437 0.585 0.667 0.292
H -4.462 1.298 1.532 0.574
C 1.309 -1.963 -0.501 0.151
H -4.383 0.085 -0.706 0.506
H -2.283 0.815 -3.138 0.554
```

Multiplicity ... 2
Total charge ... +2
<S²> ... 0.934
Energy above the lowest of the compared OMol25 structures with the same formula, charge and spin ... 6.6 kcal per mole
Frontier orbital gap (spin up / spin down) ... 7.644 / 8.771 eV



[3]
Here is a molecular structure, C16H28AsN4O4Ru in a non-equilibrium geometry from the Open Molecules 2025 dataset. Energies are from ωB97M-V with the def2-TZVPD basis set.

Geometry as XYZ:
```
54
Properties=species:S:1:pos:R:3:mulliken_charge:R:1
H 1.584 -4.327 0.011 0.468
C -2.707 1.920 0.571 -0.674
H -2.603 0.249 -0.633 0.296
N -2.555 0.474 0.366 -0.534
H 2.268 -2.808 -0.604 0.367
N 0.827 1.868 1.812 -0.471
C 1.877 1.483 -3.372 -0.642
O 1.432 0.515 -0.667 -0.694
C 1.232 0.293 -3.029 0.108
H 2.543 -3.494 2.646 0.416
H -0.154 -4.658 1.959 0.427
H -1.519 -3.533 1.823 0.333
O 0.626 -2.452 -5.915 -0.609
H -0.487 -3.502 3.267 0.352
H -2.825 2.100 1.644 0.425
Ru -0.281 -0.031 0.917 0.960
H 0.479 -1.587 -3.778 0.600
H -0.882 2.410 2.869 0.243
H 2.029 -2.031 3.510 0.387
H 0.609 -3.274 -1.037 0.344
C 2.017 0.775 -5.669 -0.527
N 1.170 -1.457 -6.318 1.060
H -1.542 4.289 1.447 0.355
C -0.133 2.892 2.230 -0.472
H -1.746 3.254 -0.842 0.477
H 0.376 3.654 2.837 0.413
O 1.546 -1.222 -7.431 -0.588
H 2.322 0.935 -6.694 0.524
C -1.471 2.668 0.034 0.338
C 1.401 -0.414 -5.306 -0.260
H 1.395 1.558 2.603 0.232
H -2.393 0.104 6.031 0.321
As 0.703 -2.345 1.330 0.596
N -1.331 -0.193 3.120 -0.146
H -3.617 2.279 0.075 0.369
C 2.260 -2.445 2.526 -1.153
H -0.729 1.918 -0.293 -0.132
H 1.451 2.232 1.083 0.288
C -0.798 3.601 1.046 -1.101
O -0.323 -0.537 -1.423 -0.688
H 2.074 2.219 -2.610 0.451
C 0.986 -0.662 -4.008 -0.153
H 3.098 -1.894 2.096 0.384
H -3.820 -0.149 5.005 0.320
H 2.712 2.662 -4.946 0.422
C 0.764 0.061 -1.630 1.178
C 2.241 1.727 -4.686 -0.647
H -2.820 -1.536 5.489 0.330
C -2.800 -0.482 5.204 -1.020
H -0.049 4.194 0.517 0.416
C -1.992 -0.323 4.053 0.305
C 1.358 -3.290 -0.245 -1.142
C -0.497 -3.646 2.185 -1.078
H -3.303 -0.042 0.830 0.224
```

Multiplicity ... 6
Total charge ... +2
<S²> ... 8.758
Energy above the lowest of the compared OMol25 structures with the same formula, charge and spin ... 15.6 kcal per mole
Frontier orbital gap (spin up / spin down) ... 9.399 / 5.783 eV



[4]
Here is a molecular structure, C16H28BF4LiO8 in a non-equilibrium geometry from the Open Molecules 2025 dataset. Energies are from ωB97M-V with the def2-TZVPD basis set.

Geometry as XYZ:
```
58
Properties=species:S:1:pos:R:3:mulliken_charge:R:1
H 0.632 -0.972 -3.086 0.057
C 0.350 -2.406 -6.336 0.656
O -1.732 -1.218 -1.733 -0.490
F 1.671 -0.044 1.266 -0.428
F -0.255 -0.899 0.384 -0.348
H 2.883 2.209 4.014 0.191
H -1.254 -1.094 -1.067 0.346
H 0.564 2.279 3.952 0.552
H 2.076 3.771 2.075 0.262
C 0.563 3.258 -1.887 -0.591
C -2.142 3.666 4.829 0.341
H 0.931 2.464 -2.481 0.183
O 1.870 -3.158 -2.529 -0.668
H 1.058 -4.388 -6.855 0.371
H -0.262 -0.437 -5.565 0.150
C -1.981 -2.554 -1.809 -0.661
O -2.535 4.709 5.604 -0.577
H -3.476 1.094 3.102 0.407
H 1.729 -4.888 -4.621 0.333
C -0.836 3.380 4.718 -0.594
O -0.253 -2.185 -7.540 -0.554
H 1.687 -2.461 -1.719 0.478
H -4.095 2.855 4.458 0.620
H 3.648 1.467 2.590 0.233
H -0.085 4.121 5.199 0.247
H -2.875 -2.745 -1.475 0.487
O -1.312 -3.326 1.454 -0.471
F 0.938 0.363 -0.799 -0.353
H -1.117 -3.363 -1.349 0.161
C -0.418 2.250 3.969 0.043
H -0.085 0.250 2.969 0.135
H -0.959 -2.493 1.122 0.361
F 1.567 -1.782 -0.434 -0.281
C 0.749 -1.579 -3.994 -0.263
H -1.330 -4.237 3.227 0.230
H -0.236 -2.785 3.158 0.167
Li 2.273 1.731 0.018 0.773
H 0.959 4.048 -2.602 0.272
H 0.222 -4.459 2.066 0.200
H -3.306 5.299 5.291 0.340
O 2.476 2.799 1.989 -0.303
C 0.930 -3.602 -6.094 -0.502
O 0.995 3.367 -0.566 -0.404
C 3.416 2.369 2.897 -0.623
H 4.212 3.082 2.830 0.337
C 0.247 -1.403 -5.246 -0.516
O -1.003 0.311 3.107 -0.269
H 0.385 3.704 0.043 0.252
C 1.395 -2.839 -3.726 0.548
C -0.623 -3.690 2.563 -0.471
B 1.003 -0.638 0.116 0.501
H -0.519 3.121 -1.966 0.320
H -0.932 -1.552 -7.573 0.289
C -2.777 1.664 3.712 -0.767
C -1.380 1.415 3.630 0.208
H -1.924 -2.760 -2.936 0.171
C 1.458 -3.834 -4.743 -0.409
C -3.161 2.762 4.401 -0.678
```

Multiplicity ... 1
Total charge ... 0
Energy above the lowest of the compared OMol25 structures with the same formula, charge and spin ... 34.2 kcal per mole
Frontier orbital gap ... 6.169 eV



[5]
Here is 9 unconnected molecules or ions with the total composition C16H28Br2Cl16NOS in a non-equilibrium geometry from the Open Molecules 2025 dataset. Energies are from ωB97M-V with the def2-TZVPD basis set.

Geometry as XYZ:
```
65
Properties=species:S:1:pos:R:3:mulliken_charge:R:1
Cl 8.794 4.232 -2.904 -0.158
Cl 7.195 -1.169 -5.461 -0.136
H -5.810 4.590 0.600 0.292
C -0.422 -0.985 2.307 -0.113
H -0.530 -2.072 -1.483 0.236
N 0.162 -0.771 -2.982 0.295
C 8.900 2.597 -3.568 0.023
H 1.592 0.030 6.346 0.262
H -0.577 -0.095 2.922 0.348
C 1.542 3.743 -1.938 -0.534
Cl 10.307 2.430 -4.625 -0.150
Br -1.948 3.003 -3.187 -0.066
Cl -3.778 3.407 0.378 -0.045
H 1.454 1.727 -4.028 0.354
C -4.404 -0.285 0.961 0.608
Cl -3.350 -1.791 5.385 -0.085
Cl 2.917 -1.610 7.409 -0.152
C -1.729 1.064 -2.620 0.205
C 2.000 1.272 -3.098 -0.104
H -4.666 4.955 1.924 0.299
Cl -4.716 -5.551 3.323 -0.162
Cl -6.134 -0.927 5.369 -0.114
H -4.764 0.746 1.009 -0.222
C 1.420 -0.262 -2.771 0.058
C 1.713 2.131 -1.695 -0.236
C -5.084 4.164 1.297 -0.391
H -4.633 -0.975 7.192 0.312
H 1.359 -2.931 -0.708 0.272
C -4.830 -1.626 6.337 -0.359
Cl -4.460 -0.990 2.581 -0.076
H 3.183 1.270 -3.233 -0.168
H 8.986 1.884 -2.745 0.245
H -0.504 -2.997 -3.096 0.417
H 4.883 -1.211 -4.980 0.256
H -3.372 -0.300 0.602 -0.215
C 0.111 -2.224 -2.468 -0.579
H 5.874 -1.715 -3.581 0.280
Cl -7.173 -4.469 4.460 -0.151
Cl 3.711 0.275 5.332 -0.158
H -6.526 -4.542 2.190 0.296
H -5.571 -3.358 3.128 -0.219
H -1.384 -1.351 1.941 -0.037
Cl -5.418 -1.196 -0.165 -0.199
H 7.996 2.389 -4.144 0.031
H 0.848 3.978 -2.864 0.271
H -0.685 0.486 -4.594 0.383
C 2.377 -0.658 6.022 0.192
H 1.993 -3.742 -2.371 0.392
H 1.983 -1.333 5.258 -0.129
S 2.740 -1.322 -1.968 0.081
H -5.139 -2.613 6.689 0.288
H -1.811 -0.886 -3.940 0.360
H 0.691 1.686 -1.278 0.039
C -6.008 -4.359 3.135 0.299
Cl 5.682 0.633 -3.740 -0.172
C -1.028 -0.065 -3.597 -0.539
Cl -5.903 2.985 2.329 -0.132
C 5.788 -1.002 -4.404 -0.218
Cl 0.335 -2.242 3.293 -0.180
H 2.548 1.829 -0.932 0.326
C 1.555 -2.774 -1.853 -0.454
Cl 0.596 -0.560 0.926 -0.048
Br 0.738 4.474 -0.212 -0.137
O -2.228 0.760 -1.398 -0.291
H 2.611 4.218 -2.017 0.411
```

Multiplicity ... 1
Total charge ... +1
Frontier orbital gap ... 7.690 eV



[6]
Here is 4 unconnected molecules or ions with the total composition C16H28BrN2O6 from the Open Molecules 2025 dataset. Energies are from ωB97M-V with the def2-TZVPD basis set.

Geometry as XYZ:
```
53
Properties=species:S:1:pos:R:3:mulliken_charge:R:1
H 1.823 -0.902 -0.505 0.562
H -1.266 0.623 -4.294 0.395
C 6.156 -0.726 -0.560 -0.951
H 5.374 0.940 0.604 0.359
H 6.613 -1.698 -0.372 0.316
H -5.756 -0.034 1.893 0.326
H 6.839 2.129 -0.197 0.306
O -0.801 0.253 -1.520 -0.601
H -2.517 0.296 0.694 -0.640
C 1.147 -2.083 2.999 -0.094
O -3.920 1.576 -1.010 -0.546
O 8.771 1.236 2.257 -0.535
C 0.290 -1.335 0.918 0.384
H -2.959 -2.825 -3.993 0.316
H -0.513 -1.049 0.248 0.255
C -3.729 -1.188 -2.828 -0.462
H -2.877 1.765 1.621 0.287
H -4.982 2.150 2.978 0.266
O 7.024 0.106 1.560 -0.374
C 7.912 1.123 1.434 0.683
Br -1.703 -1.979 2.792 -0.019
C 1.619 -1.234 0.501 -0.472
H 6.855 -0.154 -1.169 0.324
H -2.858 -1.275 -4.811 0.282
C 7.836 2.029 0.227 -0.881
H 5.174 -0.635 1.339 -0.071
C -6.028 1.955 2.738 -0.957
H -6.528 1.600 3.639 0.358
N 2.650 -1.545 1.256 -0.523
H 3.151 -2.185 3.057 0.278
H -6.473 2.903 2.440 0.309
H 1.038 -2.431 4.013 0.461
H 5.240 -0.874 -1.134 0.297
H -4.336 -1.825 -2.187 0.389
C -3.480 -1.880 -4.151 -1.126
C 0.057 -1.787 2.194 -0.107
H -4.271 -0.250 -2.937 0.367
H -3.741 0.248 1.950 0.312
H 8.160 3.021 0.530 0.303
H -1.637 1.977 -3.211 0.302
C -1.717 0.078 -2.293 0.996
O -5.588 1.410 0.398 -0.373
H -2.944 0.999 -3.843 0.375
C -6.166 0.940 1.622 -0.387
C 5.860 -0.027 0.752 -0.018
C -4.290 1.289 0.097 0.645
C -3.308 0.871 1.171 0.142
C -1.918 0.964 -3.489 -1.350
H 8.516 1.653 -0.536 0.256
O -2.510 -0.977 -2.096 -0.325
N 2.356 -1.941 2.474 0.258
H -4.424 -2.080 -4.657 0.378
H -7.219 0.783 1.396 0.326
```

Multiplicity ... 1
Total charge ... +1
Frontier orbital gap ... 6.890 eV